# 1
77
Properties=species:S:1:pos:R:3 method="wB97M-V/def2-TZVPD" relative_energy_kj_mol=17.1 total_energy_ev=-85979.5704 total_charge=-1 fmax_ha_per_bohr=0.01024
I 2.802 0.137 -1.777
S 2.102 -3.459 0.433
F 6.966 -2.451 -0.789
F 4.896 -2.403 0.890
F 6.729 -3.563 -3.261
F 2.251 -4.603 -2.365
F 4.338 -4.625 -4.018
O -0.313 0.223 -2.487
O -1.532 -1.891 -0.610
O -0.483 5.771 -4.361
O -2.213 -1.944 1.377
N -0.622 -1.780 -3.512
N -1.679 1.008 0.891
N -2.392 -2.327 0.222
N 0.684 2.703 -0.210
N 1.219 4.817 -3.202
N 0.538 -0.075 2.011
N -0.306 3.517 -4.451
C 1.518 -1.365 -2.526
C -3.438 2.588 2.346
C -1.444 1.266 2.189
C -3.671 2.315 1.024
C 0.388 0.252 -5.991
C 0.123 -0.863 -2.837
C -2.753 1.510 0.331
C 0.104 4.756 -4.027
C 5.794 -2.993 -1.161
C -0.262 1.363 -5.494
C 0.507 3.237 -1.415
C 3.460 -3.524 -0.627
C -2.296 2.059 2.970
C -1.979 2.297 4.350
C 1.982 -0.413 3.884
C 1.185 0.368 4.677
C -0.871 1.767 4.906
C 2.630 4.315 -1.321
C 0.023 0.948 4.136
C 1.829 2.282 -4.782
C 2.475 -1.095 -6.444
C 1.619 -0.614 2.541
C 1.440 4.093 -2.002
C 2.828 3.729 -0.084
C 3.402 -4.075 -1.916
C -0.256 0.692 2.787
C 5.682 -3.548 -2.420
C 4.714 -2.984 -0.303
C 2.473 1.161 -5.298
C 1.815 2.945 0.445
C 1.774 0.127 -5.903
C 0.451 2.392 -4.880
C 4.470 -4.089 -2.792
Li -0.407 -0.609 0.144
H -0.418 2.985 -1.923
H -0.636 1.946 5.949
H 2.094 -2.007 -5.976
H 3.548 -1.045 -6.262
H -1.615 -1.648 -3.400
H 1.439 -2.123 -1.736
H 1.909 2.494 1.428
H -2.905 1.266 -0.718
H 2.215 -1.253 1.890
H 3.552 1.093 -5.212
H 2.877 -0.883 4.269
H -2.654 2.909 4.938
H 2.317 -1.191 -7.521
H -4.123 3.201 2.920
H 3.388 4.956 -1.761
H 1.994 -1.795 -3.403
H 1.574 5.758 -3.169
H -4.544 2.703 0.516
H -1.218 3.573 -4.873
H -0.192 -0.546 -6.440
H 2.416 3.056 -4.313
H 1.429 0.543 5.719
H -1.344 1.430 -5.555
H 3.749 3.888 0.463
H -0.329 -2.741 -3.417

# 2
15
Properties=species:S:1:pos:R:3 method="wB97M-V/def2-TZVPD" relative_energy_kj_mol=377.1 total_energy_ev=-9197.7249 total_charge=0 fmax_ha_per_bohr=0.10331
N 1.277 1.412 0.510
N 2.203 2.168 0.942
N 2.739 1.922 2.081
N -0.163 -0.425 -1.026
C -0.143 -0.567 0.337
C 0.577 0.280 1.092
C -1.393 -1.048 -1.551
H -0.804 -1.275 0.917
H -1.252 -2.132 -1.578
H 0.617 -0.854 -1.597
H -1.655 -0.875 -2.589
H -2.259 -0.829 -0.983
H 0.734 0.096 2.175
H 3.515 2.451 2.457
H 0.958 1.589 -0.454

# 3
45
Properties=species:S:1:pos:R:3 method="wB97M-V/def2-TZVPD" multiplicity=8 total_energy_ev=-94752.2131 s2=16.15 total_charge=+2 fmax_ha_per_bohr=0.32144
Fe 1.141 1.949 2.646
V -2.202 0.293 2.420
O -1.031 0.286 0.645
O -1.533 0.477 4.447
O 0.403 1.423 4.471
O 0.632 -0.983 -4.618
O -2.849 -1.698 3.143
O 0.405 3.258 1.312
O 0.855 0.423 1.364
O 1.813 -1.336 3.885
O 2.817 2.371 1.234
O -0.783 1.835 3.269
O -1.143 2.218 -1.309
O 2.816 1.028 3.407
O -0.466 -0.893 1.960
N -2.044 -1.240 -2.220
C 0.836 -0.559 -5.958
C -0.048 -0.322 0.967
C -0.105 -2.586 -2.234
C -0.720 -1.024 -4.213
C -0.730 -1.264 -2.711
C -0.809 1.488 4.453
H 2.418 0.279 3.850
H -1.982 -1.529 -1.254
H -0.506 3.553 1.304
H 1.872 -2.177 4.340
H 2.878 1.954 0.375
H 3.757 0.859 3.445
H 1.314 -1.527 3.091
H -3.681 -2.166 3.218
H 0.818 3.734 0.592
H -0.965 1.584 -0.614
H 3.596 2.924 1.288
H 0.253 -1.271 -6.542
H 0.008 -2.535 -1.151
H -0.730 -3.427 -2.533
H 0.817 -2.881 -2.735
H -1.264 -1.783 -4.773
H -1.180 -0.037 -4.268
H -2.238 -2.207 3.676
H -0.263 -0.523 -2.062
H 0.359 0.409 -6.107
H 1.914 -0.515 -6.113
H -2.072 2.427 -1.210
H -2.378 -0.288 -2.177

# 4
9
Properties=species:S:1:pos:R:3 method="wB97M-V/def2-TZVPD" relative_energy_kj_mol=123.9 multiplicity=3 total_energy_ev=-24841.4108 s2=2.02 total_charge=0 fmax_ha_per_bohr=0.05851
S 0.100 -0.426 1.260
S -3.946 1.345 0.104
C 2.355 -0.426 -0.069
C 0.962 -0.372 -0.162
C 3.531 -0.320 0.198
H 0.382 -0.451 -1.151
H 4.572 -0.274 0.308
H -3.054 0.344 -0.305
H -4.903 0.581 -0.183

# 5
54
Properties=species:S:1:pos:R:3 method="wB97M-V/def2-TZVPD" relative_energy_kj_mol=45.0 multiplicity=2 total_energy_ev=-106685.2791 s2=0.79 total_charge=0 fmax_ha_per_bohr=0.02519
Mn -0.592 0.427 -0.001
S 0.788 0.209 -1.729
S 0.714 -1.050 1.054
F -0.648 -2.355 -2.209
F 4.713 3.782 0.217
F 2.456 3.380 -1.096
F -1.375 -6.413 0.008
F -0.297 -4.981 -2.041
F -3.043 -2.439 1.872
F 0.541 1.524 2.834
F 2.858 1.820 4.078
F -2.792 -5.107 1.951
F 4.996 2.977 2.820
N -1.987 -0.892 -0.185
N 0.156 2.180 0.205
N -2.270 1.675 -0.353
C 2.761 2.202 2.804
C -1.152 -2.981 -1.139
C 1.972 -0.866 -1.279
C 1.566 2.032 2.128
C -1.679 2.624 -1.310
C -1.849 -2.276 -0.161
C 3.085 -1.187 -2.231
C -2.708 2.388 0.864
C 3.841 2.805 2.176
C -1.531 -5.089 -0.040
C -2.397 -3.052 0.867
C -3.381 0.872 -0.886
C -0.978 -4.355 -1.076
C 2.929 -2.528 0.355
C 1.912 -1.492 -0.016
C 1.378 2.415 0.796
C -0.381 3.181 -0.709
C 3.689 3.221 0.864
C 2.489 3.019 0.199
C -2.259 -4.427 0.937
C -3.367 -0.423 -0.105
H -1.851 2.829 1.361
H 3.048 -3.268 -0.437
H -1.465 2.059 -2.221
H -4.324 1.427 -0.813
H 4.056 -1.108 -1.742
H -3.190 1.686 1.542
H -3.709 -0.268 0.925
H -0.566 4.121 -0.169
H 3.905 -2.064 0.516
H -4.062 -1.145 -0.550
H -2.387 3.424 -1.565
H 3.075 -0.521 -3.091
H -3.169 0.666 -1.937
H 2.983 -2.210 -2.599
H 2.650 -3.043 1.271
H 0.279 3.431 -1.544
H -3.430 3.164 0.586

# 6
21
Properties=species:S:1:pos:R:3 method="wB97M-V/def2-TZVPD" relative_energy_kj_mol=522.6 total_energy_ev=-30009.1658 total_charge=+1 fmax_ha_per_bohr=0.01798
S 2.156 -0.705 -0.381
S 0.508 -1.410 0.301
O 1.509 -1.546 3.324
N -1.892 0.923 -0.284
N 0.266 1.265 2.605
C -0.878 -0.186 -2.231
C 0.161 -0.024 -3.025
C -1.766 0.943 -1.711
H 1.032 1.053 1.990
H -1.312 1.882 -2.018
H 1.261 -1.635 2.400
H 0.268 0.583 3.351
H -1.161 -1.174 -1.855
H -1.094 0.534 0.190
H 0.300 0.905 -3.554
H -2.744 0.498 0.045
H 1.866 -2.400 3.592
H 2.853 -1.860 -0.480
H 0.466 2.185 2.965
H 0.956 -0.769 -3.072
H -2.757 0.936 -2.151

# 7
72
Properties=species:S:1:pos:R:3 method="wB97M-V/def2-TZVPD" multiplicity=4 total_energy_ev=-175541.6020 s2=3.76 total_charge=0 fmax_ha_per_bohr=0.11622
Br -0.955 0.463 -2.152
Ti -0.540 0.433 0.247
F -3.301 -0.166 3.520
F 3.077 3.914 0.665
F 1.230 0.195 5.001
F -1.282 4.552 3.283
F 0.995 -4.580 0.374
F 0.562 2.012 4.068
F 1.112 4.488 0.077
F -2.402 2.665 3.644
F 2.792 4.718 -1.301
F 2.633 1.760 4.513
F -0.969 -4.504 -0.518
F -4.483 -1.982 3.243
F -0.522 -3.100 1.045
F -3.478 4.377 3.009
F -2.313 -2.115 3.319
O 2.953 2.297 -1.789
O 1.011 -3.263 -2.022
O -1.324 2.366 1.115
O -1.983 -0.387 1.320
O 0.952 0.649 1.877
O 0.774 -1.569 -0.541
O 2.824 -0.296 2.784
O -2.973 3.729 0.603
O 1.112 1.904 -0.585
O -3.258 -2.133 0.718
C 2.019 2.589 -0.973
C 1.515 1.154 4.088
C 1.628 -2.373 -3.023
C 0.635 -2.694 -0.941
C -4.108 2.015 -0.822
C -3.108 3.201 -0.779
C -3.225 -0.930 1.359
C 2.244 3.952 -0.367
C -3.224 -2.113 -0.689
C -2.204 3.205 1.403
C -3.996 -3.259 -1.416
C -2.341 3.692 2.857
C -3.316 -1.355 2.817
C 3.101 -2.407 -2.899
C -0.027 -3.724 0.019
C 2.903 1.048 -2.389
C 1.762 0.403 2.744
C 4.336 -1.818 1.731
C 2.361 1.193 -3.856
C 2.971 -1.140 1.629
H 4.448 -2.404 2.669
H -3.632 -4.188 -1.000
H 1.229 -2.806 -3.911
H -5.094 2.220 -0.357
H 3.003 1.830 -4.469
H 5.161 -1.114 1.739
H -4.235 1.658 -1.841
H -5.054 -3.177 -1.139
H 2.266 -1.946 1.687
H 3.594 -1.807 -3.665
H 1.380 1.629 -3.737
H 2.247 0.391 -1.804
H 3.919 0.654 -2.367
H 2.230 0.247 -4.368
H 3.528 -3.402 -2.960
H -3.691 -1.170 -0.951
H 2.854 -0.543 0.729
H -3.863 -3.272 -2.495
H 1.189 -1.398 -2.841
H -2.154 2.807 -1.147
H 4.474 -2.499 0.897
H -3.468 4.044 -1.344
H 3.387 -1.970 -1.936
H -2.219 -2.012 -1.118
H -3.666 1.161 -0.283

# 8
90
Properties=species:S:1:pos:R:3 method="wB97M-V/def2-TZVPD" total_energy_ev=-251498.7014 total_charge=-2 fmax_ha_per_bohr=0.10486
Br 3.388 2.935 2.615
Cl -1.697 -5.898 -9.683
Cl -5.994 -0.264 5.718
S -3.017 -1.725 -5.344
P 3.070 11.015 5.214
Al 3.782 -3.459 4.867
Al 2.910 0.724 0.946
Al 0.171 -0.383 -0.042
F 1.360 -3.001 -0.510
F -5.051 -1.090 -1.378
F -2.502 -4.448 -0.758
F 3.822 -1.614 4.753
F -5.617 -0.563 1.318
F -4.695 -3.185 -1.952
F -2.941 -1.184 0.591
F -0.385 -4.620 0.457
F -4.692 -3.991 0.977
F 1.103 -2.416 1.687
F -5.872 -3.425 3.498
F -6.489 -3.476 -0.243
F -4.393 -3.979 -5.839
F -3.895 -2.257 3.059
F -7.238 -2.079 1.602
F -2.752 -4.250 -4.457
F -1.170 -3.012 -1.820
F -5.739 -1.203 3.795
F -2.593 -1.072 -1.607
F -1.444 -3.218 1.839
F -2.365 -4.025 -6.569
O 1.493 0.400 6.353
O -3.461 -1.156 -6.610
O 2.998 10.214 6.518
O 2.908 -0.154 -3.051
O 1.580 2.218 5.022
O 2.304 4.775 3.154
O -3.904 -1.412 -4.226
O -1.356 -6.600 -10.906
O -2.871 -5.084 -9.908
O 1.700 10.989 4.527
O 3.008 0.502 4.680
O 3.459 12.464 5.517
O 4.122 10.389 4.293
O -1.609 -1.462 -5.055
O -0.654 8.448 5.597
O -0.590 -5.055 -9.288
O -1.969 -6.862 -8.637
N 3.413 -2.919 -3.752
C -5.332 -2.893 0.339
C -0.222 6.165 5.249
C 0.520 5.243 4.635
C -5.280 -2.282 2.967
C 0.435 -2.364 0.383
C -4.503 -2.294 -0.869
C 2.140 -0.857 6.286
C 3.399 -0.529 5.539
C 4.075 0.645 -3.134
C 1.120 7.988 4.123
C 3.262 -1.904 -4.805
C -5.829 -1.922 1.484
C 0.022 7.609 5.039
C 2.463 -0.685 -4.302
C -2.970 -1.971 -0.581
C 1.860 7.063 3.510
C -0.869 -3.270 0.539
C 1.985 1.148 5.323
C -3.136 -3.567 -5.564
C 1.616 5.625 3.721
C 4.643 -1.555 -5.357
C -1.940 -3.163 -0.638
H -0.851 0.341 0.931
H 4.079 1.329 -2.279
H 0.356 4.184 4.776
H 1.429 -1.005 -4.133
H 2.337 -1.251 7.285
H -1.029 5.903 5.922
H 4.965 0.018 -3.049
H 1.605 0.335 0.210
H 2.487 -3.232 -3.466
H 5.024 -2.382 -5.962
H 1.289 9.051 3.980
H 5.382 -1.379 -4.572
H 2.691 -2.347 -5.625
H 4.105 1.239 -4.051
H 2.419 0.107 -5.059
H 1.501 -1.566 5.747
H 3.776 -2.446 -2.925
H -0.144 -0.127 -1.589
H 4.600 -0.669 -5.994
H 4.222 -0.189 6.172
H 2.667 7.323 2.836

# 9
66
Properties=species:S:1:pos:R:3 method="wB97M-V/def2-TZVPD" multiplicity=4 total_energy_ev=-52160.7371 s2=3.78 total_charge=+1 fmax_ha_per_bohr=0.07863
Re 0.823 -1.093 0.387
S -1.651 -1.926 4.973
O -1.362 2.223 -3.156
O 0.553 -0.664 2.228
O 0.219 3.267 -0.869
O -2.080 -1.106 6.075
O -2.481 -3.056 4.564
N -1.196 -1.047 3.651
C -0.749 -3.458 0.002
C -2.773 2.040 -3.533
C 2.626 -2.243 0.777
C -0.385 -0.011 -3.641
C -0.007 -2.516 5.233
C 0.073 -1.202 3.316
C 2.201 -2.452 4.267
C -1.900 -1.922 1.252
C -0.183 5.583 -1.724
C 1.943 -1.568 -1.357
C 2.958 -0.843 0.629
C -1.387 -1.182 0.107
C 2.507 -0.415 -0.687
C 2.018 -2.688 -0.444
C 0.852 -2.035 4.262
C 1.700 -3.893 6.169
C -0.600 5.532 -0.250
C 2.602 -3.388 5.225
C -0.688 -2.181 -0.730
C -0.008 1.828 -5.207
C -2.417 1.014 -4.607
C -0.165 4.135 0.234
C -1.470 -3.266 1.185
C 0.388 4.180 -2.019
C -0.959 1.269 -4.169
C 0.374 -3.448 6.197
H -0.646 -0.822 -4.330
H 2.020 -4.641 6.888
H 0.024 1.142 -6.056
H -1.007 5.820 -2.407
H 1.467 4.330 -2.236
H -0.320 2.809 -5.566
H -0.823 -0.207 -2.666
H -0.102 6.348 0.283
H -0.584 -2.098 -1.815
H -0.348 -3.796 6.926
H 0.723 4.268 0.872
H 1.771 -3.712 -0.652
H -3.210 2.938 -3.977
H -0.959 3.663 0.835
H -1.685 5.627 -0.164
H 0.704 0.087 -3.591
H -2.639 -1.537 1.952
H -0.368 -4.420 -0.356
H -1.663 -4.028 1.945
H 1.635 -1.642 -2.380
H 2.567 0.590 -1.115
H 3.472 -0.284 1.386
H 2.832 -2.875 1.630
H 0.630 6.302 -1.915
H -0.103 3.720 -2.891
H 2.895 -2.008 3.558
H -1.653 -0.168 -0.206
H -2.738 -0.019 -4.407
H 3.629 -3.745 5.246
H -3.344 1.627 -2.695
H 1.010 1.904 -4.807
H -2.559 1.361 -5.631